{"formula": "C5H8N", "method": "the ωB97M-V functional and the def2-TZVPD basis", "species": ["C", "C", "C", "C", "C", "N", "H", "H", "H", "H", "H", "H", "H", "H"], "coordinates": [[0.3087, -0.9874, 0.7620], [-0.2906, 0.6002, 1.6526], [-0.1366, 0.7934, 0.0697], [0.3595, -0.8088, 2.0256], [0.1515, -0.4646, -2.4900], [0.3583, -0.4998, -0.5252], [0.4084, 1.2501, 2.1277], [-1.2772, 0.5969, 2.0088], [-1.1282, 0.8854, -0.2631], [0.5610, 1.5941, -0.4459], [0.3445, -1.5157, 2.9027], [-0.0757, -1.5585, -2.5166], [1.1831, -0.1103, -2.6580], [-0.7668, 0.2249, -2.6502]], "mulliken_charge": [0.30, -0.29, -0.56, -0.37, -0.32, -0.34, 0.28, 0.37, 0.31, 0.36, 0.36, 0.30, 0.31, 0.29], "total_charge": 1, "relative_energy_kj_mol": 728.3, "homo_lumo_gap_ev": [8.27, 8.27], "molar_mass_g_mol": 82.126}

---

{"formula": "C6H12", "method": "the ωB97M-V functional and the def2-TZVPD basis", "species": ["C", "C", "C", "C", "C", "C", "H", "H", "H", "H", "H", "H", "H", "H", "H", "H", "H", "H"], "coordinates": [[1.9138, 1.1956, -0.5515], [1.3553, -0.1120, 0.0379], [0.2740, -0.4655, -0.9398], [-0.9832, -1.7180, 0.1587], [-1.0948, -0.2679, -0.4219], [-1.4714, 0.8152, 0.5919], [2.2314, 1.0319, -1.5844], [1.1551, 1.9862, -0.5538], [2.7678, 1.5509, 0.0311], [1.0651, 0.0515, 1.0889], [2.1495, -0.8675, 0.0213], [-0.1370, -2.2426, -0.3291], [-0.7907, -1.6917, 1.2344], [-1.8653, -2.3118, -0.0839], [-1.8313, -0.2652, -1.2329], [-2.5139, 0.7030, 0.9103], [-1.3764, 1.8065, 0.1316], [-0.8480, 0.8012, 1.4912]], "mulliken_charge": [-1.19, -0.05, -0.87, -1.20, 0.70, -1.48, 0.34, 0.27, 0.36, 0.24, 0.31, 0.35, 0.34, 0.40, 0.44, 0.41, 0.32, 0.31], "total_charge": 0, "relative_energy_kj_mol": 376.9, "homo_lumo_gap_ev": 8.86, "molar_mass_g_mol": 84.162}

---

{"formula": "C5H6O", "method": "the ωB97M-V functional and the def2-TZVPD basis", "species": ["C", "C", "C", "C", "C", "O", "H", "H", "H", "H", "H", "H"], "coordinates": [[-0.5975, -2.1579, 1.2400], [-0.6600, -0.9694, 1.0572], [-0.6257, 0.4598, 0.7311], [0.6175, 0.7386, -0.0918], [0.6076, 0.4961, -1.5298], [0.5603, 1.8191, -1.0017], [-0.5396, -3.2121, 1.3978], [-0.6288, 1.0689, 1.6427], [-1.5097, 0.7449, 0.1481], [1.5606, 0.6398, 0.4483], [-0.3135, 0.1487, -1.9997], [1.5289, 0.2234, -2.0423]], "mulliken_charge": [0.09, -0.37, -0.75, 0.06, -0.39, -0.43, 0.40, 0.26, 0.30, 0.37, 0.22, 0.26], "total_charge": 0, "relative_energy_kj_mol": 265.2, "homo_lumo_gap_ev": 11.18, "molar_mass_g_mol": 82.102}